1.
Formula: C22H63Br2ClN26O17
Source: OMol25
Level of theory: the ωB97M-V functional and the def2-TZVPD basis

The calculation puts the HOMO-LUMO gap at 9.31 eV. For the HOMO energy, the calculation gives -9.01 eV. The calculation puts the total energy at -9187.6526 hartree.

The geometry in ORCA input format:
```
! RIJCOSX wB97M-V def2-TZVPD def2/J DEFGRID3
* xyz 0 1
C 0.19547 -2.38234 -2.06330
C 1.08105 -1.17066 -2.43081
Br 2.51924 -1.13365 -1.07321
C 0.30988 0.15318 -2.47239
Br -1.08887 -0.17595 -3.82020
C 1.09767 1.46779 -2.81561
Cl 0.12001 2.64919 -3.72170
C 2.33265 1.26068 -3.74300
O 3.50827 1.28283 -2.93569
C 3.24688 2.09221 -1.88650
O 4.08933 2.71241 -1.30053
C 1.75183 2.05133 -1.55246
C 1.33588 3.42778 -1.01161
C -0.14904 3.59253 -0.79243
O -0.77642 2.90804 -0.00728
O -0.76573 4.62124 -1.39415
H 0.26418 -3.14047 -2.84230
H 0.52911 -2.85075 -1.14536
H -0.84697 -2.10288 -1.96641
H 1.57384 -1.37145 -3.37644
H -0.22356 0.26010 -1.53030
H 2.38384 2.14225 -4.38159
H 2.29481 0.42226 -4.43306
H 1.72436 1.35278 -0.71823
H 1.75800 4.25375 -1.58031
H 1.76947 3.50257 -0.01260
H -0.20822 4.97943 -2.09908
C -2.05902 5.56251 2.33434
O -1.01500 5.22696 2.89062
N -2.81336 6.60996 2.77397
N -2.54470 4.92341 1.23225
H -3.69707 6.86808 2.36168
H -2.50256 7.08727 3.59924
H -2.02986 4.13313 0.84499
H -3.39298 5.21706 0.78225
C 1.41668 6.56071 0.01800
O 1.32024 6.58413 -1.20267
N 2.60977 6.73656 0.65719
N 0.34256 6.33149 0.82555
H 2.71149 6.70666 1.65409
H 3.42027 6.88970 0.08664
H -0.54329 6.16692 0.37873
H 0.40203 6.27147 1.82689
C -0.87300 -5.64471 0.06320
O -0.81439 -4.43279 -0.12385
N -1.98259 -6.37285 -0.26023
N 0.15566 -6.35012 0.59972
H -2.05555 -7.36804 -0.14326
H -2.75198 -5.87148 -0.65813
H 0.97963 -5.83745 0.84686
H 0.13278 -7.33675 0.78490
C 1.64662 -7.90446 3.81529
O 1.00351 -8.20458 2.82424
N 3.00216 -7.74090 3.78419
N 1.05226 -7.69947 5.03260
H 3.54373 -7.48414 4.58641
H 3.46903 -7.88626 2.90316
H 0.05679 -7.80284 5.07898
H 1.55694 -7.44500 5.85907
C -1.82258 2.27587 5.48953
O -1.55053 1.42347 6.31915
N -1.23266 2.34697 4.26494
N -2.75785 3.25387 5.72963
H -1.45961 3.05653 3.59046
H -0.53406 1.66364 4.04522
H -3.21307 3.24415 6.62144
H -2.97337 3.97884 5.07165
C 6.06703 -8.51556 1.84639
O 4.97314 -8.84610 1.41522
N 6.79331 -7.50001 1.29049
N 6.64867 -9.14692 2.91025
H 7.69352 -7.21431 1.62510
H 6.39059 -7.02588 0.50329
H 6.14030 -9.90565 3.32407
H 7.55298 -8.91110 3.27277
C 2.10182 4.70146 -6.69137
O 1.93960 3.62264 -6.14481
N 2.94022 4.86050 -7.75977
N 1.45907 5.83383 -6.27553
H 3.08892 5.73655 -8.22187
H 3.42679 4.04721 -8.08521
H 0.84356 5.75058 -5.48935
H 1.58026 6.72984 -6.70629
C -3.46394 -9.53782 -2.23089
O -2.40439 -9.25238 -1.70250
N -4.21821 -8.61169 -2.90026
N -3.97944 -10.80486 -2.20025
H -5.09074 -8.82252 -3.34430
H -3.85655 -7.67817 -2.94982
H -3.44607 -11.50295 -1.71805
H -4.84656 -11.06150 -2.63042
C 8.51585 -12.68200 1.43188
O 9.60161 -12.34640 1.87213
N 7.65098 -11.79137 0.86051
N 8.07479 -13.97831 1.48168
H 6.74867 -12.03809 0.50095
H 7.94526 -10.83470 0.81509
H 8.68780 -14.65398 1.89561
H 7.18682 -14.27505 1.12601
C -6.66847 5.93191 2.21151
O -5.70525 6.64014 2.49690
N -7.81294 6.43173 1.68551
N -6.64745 4.58134 2.41268
H -8.62870 5.88662 1.46922
H -7.85281 7.42196 1.54036
H -5.81457 4.18345 2.80393
H -7.42085 3.98223 2.19598
C 5.12232 -2.76246 -4.14385
O 5.72997 -3.81321 -4.04445
N 5.40145 -1.67020 -3.37475
N 4.09882 -2.59340 -5.04417
H 4.90146 -0.80149 -3.43151
H 6.13698 -1.76039 -2.70075
H 3.86371 -3.37703 -5.62256
H 3.59245 -1.73608 -5.15087
C -0.53157 10.51395 1.61897
O -0.89125 11.65832 1.82737
N 0.42183 10.19743 0.68890
N -1.05358 9.44336 2.29795
H 0.72717 9.25948 0.50894
H 0.82336 10.95236 0.16718
H -1.75405 9.63427 2.98826
H -0.76840 8.49596 2.13280
C -11.63236 7.19809 1.69104
O -10.74955 6.35826 1.77936
N -11.52082 8.43089 2.26802
N -12.79448 6.96443 1.01420
H -12.23135 9.13476 2.21225
H -10.68254 8.62340 2.78284
H -12.90215 6.06577 0.58384
H -13.53207 7.63709 0.93174
*
```

These are the Mulliken partial charges, in e, on atoms 1 to 99: C -1.36; C 0.30; Br -0.16; C -1.05; Br -0.07; C 1.53; Cl -0.06; C -1.17; O -0.25; C 0.08; O -0.63; C 0.20; C -1.20; C 0.19; O -0.87; O -0.49; H 0.32; H 0.46; H 0.36; H 0.33; H 0.60; H 0.49; H 0.27; H 0.51; H 0.63; H 0.39; H 0.38; C 0.61; O -0.81; N -0.20; N -0.12; H 0.14; H 0.25; H 0.17; H 0.16; C 0.56; O -0.75; N -0.39; N -0.05; H 0.17; H 0.23; H 0.15; H 0.11; C 0.61; O -0.67; N -0.33; N -0.28; H 0.15; H 0.19; H 0.15; H 0.19; C 0.61; O -0.65; N -0.28; N -0.39; H 0.15; H 0.16; H 0.23; H 0.16; C 0.55; O -0.67; N -0.24; N -0.32; H 0.14; H 0.14; H 0.18; H 0.20; C 0.69; O -0.69; N -0.41; N -0.37; H 0.17; H 0.23; H 0.22; H 0.17; C 0.61; O -0.60; N -0.43; N -0.34; H 0.15; H 0.22; H 0.19; H 0.17; C 0.64; O -0.63; N -0.37; N -0.40; H 0.16; H 0.22; H 0.22; H 0.16; C 0.63; O -0.64; N -0.33; N -0.38; H 0.17; H 0.16; H 0.21; H 0.17

2.
Formula: C22H63Fe2N3O17P
Source: OMol25
Level of theory: the ωB97M-V functional and the def2-TZVPD basis

As for the expectation value of S²: 20.015. The calculation puts the HOMO-LUMO gap (alpha / beta) at 7.89 / 7.59 eV. For the HOMO energy (alpha / beta), the calculation gives -10.99 / -10.99 eV. The calculation puts the total energy at -5188.0759 hartree.

The geometry in ORCA input format:
```
! RIJCOSX wB97M-V def2-TZVPD def2/J DEFGRID3
* xyz 1 9
Fe -1.33369 2.37821 -1.62493
Fe -1.82129 -1.53027 -0.94113
P -0.27484 0.62258 -0.47492
O 0.51995 1.24068 -1.63950
O -1.73154 0.43882 -1.25646
O -0.86385 1.78729 0.38543
O -0.10381 -0.82120 -0.01605
C 3.69457 0.26321 0.70315
C 4.13117 1.13046 1.88331
C 5.62512 1.27584 1.98850
O 6.20451 -0.00422 1.94882
C 7.57537 0.03715 2.27850
N 3.47434 2.47298 1.79875
H 2.64307 -0.02306 0.69316
H 4.24312 -0.68749 0.66088
H 3.99927 0.75728 -0.22937
H 3.80540 0.68780 2.83563
H 5.87110 1.86535 2.87844
H 5.99218 1.83647 1.10304
H 7.95970 -0.96563 2.11353
H 7.72251 0.30414 3.33172
H 8.10725 0.76925 1.66089
H 3.84678 2.88922 0.94079
H 2.49741 2.27347 1.61336
C -5.50783 -2.23526 1.45283
C -4.49307 -2.38661 0.31037
C -4.95065 -1.63541 -0.91884
O -3.90368 -1.50786 -1.87222
C -4.33901 -0.80277 -3.00452
N -3.17290 -1.81584 0.71496
H -6.50473 -2.62536 1.19930
H -5.68425 -1.18261 1.68295
H -5.20146 -2.82547 2.31451
H -4.34664 -3.45112 0.11186
H -5.31206 -0.64148 -0.61830
H -5.79467 -2.16885 -1.37110
H -5.31227 -1.18108 -3.34741
H -3.64008 -0.91772 -3.82342
H -4.51278 0.25756 -2.77456
H -2.84318 -2.18711 1.61403
H -3.29886 -0.83471 1.02032
C -0.63664 -3.56964 -4.67847
C -1.33135 -3.20674 -3.38394
C -0.81613 -4.09015 -2.25893
O -1.37229 -3.65819 -1.01395
C -1.64823 -4.70074 -0.07979
N -1.13758 -1.78822 -2.99059
H -1.01856 -2.93158 -5.48441
H -0.84335 -4.59624 -4.98746
H 0.44546 -3.42903 -4.65896
H -2.40103 -3.43395 -3.46867
H 0.27350 -3.93594 -2.18762
H -0.97162 -5.14752 -2.46999
H -1.96074 -4.25632 0.85864
H -0.73650 -5.27307 0.12175
H -2.40768 -5.38644 -0.46626
H -1.51256 -1.22282 -3.75475
H -0.12007 -1.61075 -3.12342
C 0.80239 4.27974 -0.54822
C 0.38638 4.81937 0.80835
O 0.04460 6.21062 0.82853
O -0.34041 4.21086 -1.48419
H 1.19057 3.27581 -0.43664
H 1.59229 4.88998 -0.98896
H 1.17048 4.64753 1.54356
H -0.48156 4.23182 1.14435
H -0.43887 6.47350 0.04229
H -0.58420 5.12037 -1.68354
C -3.95156 2.39556 1.34040
C -4.31016 2.66099 -0.08121
O -3.17495 3.23160 -0.86192
O -3.16929 1.22759 1.51258
H -4.86157 2.22387 1.92208
H -3.46625 3.27730 1.78223
H -5.13477 3.37168 -0.15109
H -4.55351 1.73080 -0.59103
H -3.15925 4.17124 -0.64030
H -2.28996 1.43395 1.11312
C 2.30126 0.26885 -4.16606
C 3.36876 1.12756 -3.50735
O 2.85444 2.21287 -2.73461
O 1.67697 -0.63874 -3.26645
H 2.70923 -0.33332 -4.97270
H 1.54948 0.95267 -4.59246
H 4.04225 1.51672 -4.27343
H 3.97869 0.48114 -2.85960
H 2.03177 1.88016 -2.32419
H 1.40327 -0.08095 -2.50388
C 1.50911 -2.31725 2.75215
C 1.76269 -3.40044 1.73154
O 2.03205 -2.94063 0.42178
O 0.25297 -1.67626 2.57614
H 2.30843 -1.57005 2.73356
H 1.46259 -2.80000 3.72827
H 0.86835 -4.04464 1.70359
H 2.60214 -4.00700 2.07226
H 1.35767 -2.28947 0.18193
H 0.21293 -1.23365 1.69764
C 0.26746 1.76639 3.87482
C 1.40381 1.24407 4.68313
O 2.52018 2.10731 4.68945
O 0.70087 1.86546 2.54955
H -0.01475 2.74636 4.28236
H -0.56981 1.06608 3.96972
H 1.67070 0.25258 4.27518
H 1.06381 1.03736 5.69941
H 2.69783 2.36371 3.76653
H -0.06586 1.93961 1.94179
*
```

These are the Mulliken partial charges, in e, on atoms 1 to 99: Fe 0.44; Fe 1.80; P 1.98; O -1.40; O -0.45; O -0.23; O 0.41; C -1.53; C 1.41; C -1.31; O -0.27; C -0.81; N -0.64; H -0.11; H 0.54; H 0.52; H 0.14; H 0.44; H 0.37; H 0.24; H 0.32; H 0.32; H 0.50; H -0.29; C -1.58; C 0.40; C -0.93; O -0.20; C -0.82; N -0.48; H 0.42; H 0.32; H 0.41; H 0.35; H 0.33; H 0.49; H 0.39; H 0.27; H 0.12; H 0.27; H 0.01; C -1.67; C 0.77; C -1.32; O -0.05; C -1.19; N -0.43; H 0.41; H 0.45; H 0.34; H 0.21; H 0.34; H 0.52; H 0.32; H 0.42; H 0.35; H 0.30; H 0.13; C 0.35; C 0.16; O -0.55; O -0.50; H -0.48; H 0.43; H 0.19; H -0.08; H 0.33; H 0.31; C -0.47; C -0.14; O -0.65; O -0.61; H 0.46; H 0.26; H 0.47; H -0.31; H 0.28; H 0.14; C -0.51; C -0.48; O -0.59; O -0.62; H 0.46; H 0.22; H 0.46; H 0.19; H 0.57; H 0.01; C 0.07; C -0.35; O -0.58; O -0.59; H -0.27; H 0.51; H -0.05; H 0.51; H 0.00; H 0.04; C -0.16